C12H38B2NO11 | ωB97M-V/def2-TZVPD

Geometry (Å):
C -3.45768 -0.91225 3.90061
N -4.09664 -0.49429 2.58762
C -5.10407 -1.50582 2.08342
C -2.90590 -0.43285 1.60874
O -2.48179 -1.61437 1.14529
C -2.28079 1.03977 1.24657
B -2.02124 1.15690 -0.37885
O -1.24909 2.36667 -0.83307
C -1.17561 2.08988 -2.30586
C -0.42888 0.59820 -2.19119
B 1.21809 0.61896 -1.90296
O 1.76842 -0.54751 -1.14647
O 2.11349 1.73583 -2.32678
O -1.27592 0.07429 -1.07685
H -4.16132 -1.51782 4.61388
H -3.06455 0.08670 4.40794
H -2.48030 -1.58273 3.75714
H -5.22275 -1.52740 0.90502
H -4.92510 -2.60588 2.44073
H -6.16537 -1.14342 2.49257
H -3.12129 1.84365 1.51549
H -1.34101 1.34467 1.89962
H -3.14373 1.26602 -0.78221
H -0.59652 2.88788 -2.94331
H -2.25760 1.85536 -2.72454
H -0.61704 0.09988 -3.25221
H 2.74388 -0.39116 -0.92700
H 2.12137 2.38930 -1.54331
C 0.81707 4.04937 0.72823
O 2.16110 4.27347 0.34380
H 0.65171 2.97437 0.83146
H 0.62454 4.53908 1.68588
H 0.14692 4.44693 -0.03785
H 2.27785 5.23516 0.26005
C 5.53173 0.91301 -3.85292
O 4.18817 1.02838 -4.28415
H 6.16168 0.67501 -4.71324
H 5.85779 1.86007 -3.41616
H 5.61059 0.11212 -3.11374
H 3.65346 1.23969 -3.49997
C 1.97309 -2.89344 -4.26107
O 2.19149 -2.10062 -5.41353
H 1.62356 -3.88122 -4.57052
H 2.90890 -2.99763 -3.70665
H 1.21462 -2.42173 -3.63160
H 2.50068 -1.23092 -5.10773
C 5.31740 2.37433 -0.57882
O 6.50619 2.40094 -1.34724
H 4.50078 2.79061 -1.17338
H 5.07972 1.34243 -0.30923
H 5.45198 2.97624 0.32319
H 7.21250 2.02588 -0.79410
C 0.30867 -1.02825 5.42201
O -1.05602 -0.65153 5.43280
H 0.72277 -0.83452 4.42973
H 0.85559 -0.44108 6.16371
H 0.39529 -2.09364 5.64887
H -1.39606 -0.83480 6.32515
C -5.29068 -5.45513 0.91506
O -4.83676 -4.32167 1.63175
H -6.20522 -5.82792 1.38226
H -5.50140 -5.17297 -0.11933
H -4.52594 -6.23515 0.94281
H -4.02486 -4.01332 1.19444

Multiplicity   1
Total charge   -1
E   -1412.02662 Eh
HOMO   -4.3 eV
Energy above the lowest of the compared OMol25 structures with the same formula, charge and spin   91.88 kcal per mole

---

C19H15N11S4Sn | ωB97M-V/def2-TZVPD

Geometry (Å):
Sn 1.04194 0.18866 -0.70636
C -0.06320 -4.21630 1.61854
C 0.62163 -2.93090 1.23357
N 0.78859 -2.53695 0.02471
N 0.20145 -3.27583 -0.93908
C 0.42890 -2.81599 -2.14243
N -0.32275 -3.41424 -3.11744
S 1.55733 -1.60966 -2.67812
C 1.12190 -2.03632 2.30233
C 1.05901 -2.41052 3.65063
C 1.54671 -1.54638 4.61572
C 2.07473 -0.32524 4.22888
C 2.07955 -0.02814 2.86909
N 1.61608 -0.85091 1.93977
H -0.33144 -4.75303 0.71598
H -0.97217 -4.03354 2.20162
H 0.60378 -4.84185 2.22114
H -1.16088 -3.84593 -2.75778
H -0.48940 -2.80212 -3.90350
H 0.64264 -3.36767 3.93400
H 1.51542 -1.82544 5.66396
H 2.48094 0.37358 4.94889
H 2.48360 0.91258 2.50226
N -2.96132 3.39508 0.43900
C -2.96260 3.62224 -0.92298
C -2.11217 2.69622 -1.44570
N -1.59156 1.91395 -0.44236
C -2.11364 2.34443 0.66805
C -1.86771 1.82242 2.01645
N -1.66787 0.57761 2.36194
C -1.50471 0.59193 3.72852
C -1.61926 1.85956 4.21731
N -1.85498 2.64612 3.11067
H -3.52370 3.87341 1.11616
H -3.57626 4.38292 -1.37505
H -1.86056 2.52852 -2.48339
H -1.31049 -0.31895 4.27393
H -1.53909 2.27125 5.21027
H -1.89346 3.64857 3.09808
S 3.62017 0.24442 -0.09441
C 4.09877 1.90327 -0.30748
C 5.40865 2.23846 0.21393
N 6.45853 2.48508 0.62049
C 3.36730 2.87400 -0.90900
S 1.77141 2.68044 -1.57427
C 3.92368 4.20845 -1.01045
N 4.33304 5.28267 -1.09145
S -2.61470 -0.82042 -2.73833
C -3.06624 0.34865 -3.84228
N -3.38082 1.16754 -4.61599

Multiplicity   1
Total charge   -2
E   -3142.53597 Eh
HOMO   -1.7 eV
Energy above the lowest of the compared OMol25 structures with the same formula, charge and spin   0.70 kcal per mole

---

C2HN2O2S | ωB97M-V/def2-TZVPD

Geometry (Å):
N 0.25882 1.00712 -2.53991
C 0.24294 0.72747 -1.43348
C 0.11120 0.60526 0.04974
S -0.75032 2.04409 0.75819
O 1.34969 0.23259 0.60243
N 2.45184 0.54617 -0.19081
O 3.47606 0.37694 0.43233
H -0.65373 -0.28442 0.08042

Multiplicity   1
Total charge   -1
E   -734.93138 Eh
HOMO   -3.4 eV
Energy above the lowest of the compared OMol25 structures with the same formula, charge and spin   0.00 kcal per mole
Structure (SMILES)   N#C[C@H]([S-])ON=O

---

C31H43HgN6O7P2S2SiTe | ωB97M-V/def2-TZVPD

Geometry (Å):
Hg 0.06556 0.19385 -0.30064
N 0.54572 -0.43332 -4.95578
C 0.22811 0.15057 -3.72175
S -1.36826 -0.24977 -3.12268
N 1.12908 0.91065 -3.21318
N 0.96614 1.47819 -1.97988
C 1.78557 2.52163 -1.69429
C 2.90981 2.89430 -2.56473
C 3.74487 1.91777 -3.13533
C 4.80428 2.27117 -3.95088
C 5.07435 3.60710 -4.23091
C 4.25302 4.58425 -3.68570
C 3.18376 4.23359 -2.87724
C 1.49719 3.27187 -0.50779
C 2.41586 4.19620 0.05827
C 2.07498 4.91223 1.17518
C 0.82702 4.69662 1.77724
C 0.02448 3.71530 1.23034
N 0.31269 3.03332 0.12930
H 0.02337 -1.28158 -5.10648
H 1.54498 -0.56317 -5.04612
H 3.55647 0.87839 -2.91558
H 5.43255 1.49415 -4.37276
H 5.91156 3.88357 -4.86195
H 4.43823 5.63160 -3.90125
H 2.52880 5.00552 -2.49326
H 3.39845 4.30368 -0.37894
H 2.77610 5.61580 1.61130
H 0.52350 5.24078 2.66205
H -0.92409 3.46262 1.70016
C 2.70331 -1.10550 4.48723
C 1.83918 -0.84483 3.26837
O 1.56582 -2.05282 2.57611
P 0.24672 -0.05442 3.79997
O -0.43020 -1.10678 4.81819
O 0.64075 1.12463 4.77572
O -0.68880 0.29671 2.72065
P 2.56314 0.46618 2.16698
O 4.16543 0.10280 2.23616
O 2.34297 1.77658 2.84775
O 2.16538 0.21568 0.74132
H 2.13914 -1.65393 5.24356
H 3.03501 -0.15515 4.90316
H 3.58194 -1.67794 4.18955
H 1.12535 -1.81670 1.73708
H -1.15437 -1.52436 4.32779
H 1.27420 1.67024 4.21080
H 4.52304 0.45079 1.40384
C 4.85113 -2.49267 0.31057
N 3.66765 -3.29916 0.08632
C 2.78325 -3.05600 -0.92135
S 3.07128 -2.01555 -2.18943
N 1.67917 -3.83800 -0.91915
C 1.36138 -4.78093 0.13268
H 5.71699 -3.14120 0.47058
H 4.71525 -1.85096 1.18127
H 5.01741 -1.87035 -0.56484
H 3.24915 -3.65453 0.93416
H 0.89745 -3.44594 -1.42278
H 2.21304 -5.44644 0.29626
H 0.51130 -5.37622 -0.19197
H 1.09242 -4.30057 1.07823
C -2.65892 -5.43733 -0.44876
Si -2.84518 -3.84822 0.57679
C -2.91374 -4.33482 2.41405
C -4.51769 -3.08330 0.13361
C -1.49040 -2.68135 0.23944
C -0.61367 -1.86516 -0.01767
H -3.56684 -6.04434 -0.41224
H -1.82968 -6.05946 -0.10571
H -2.47332 -5.17700 -1.49264
H -3.66065 -5.11181 2.59430
H -3.18387 -3.47033 3.02496
H -1.95094 -4.70669 2.77011
H -5.35632 -3.76375 0.30027
H -4.52077 -2.78895 -0.91753
H -4.69321 -2.18326 0.72600
C -3.47953 2.63872 0.37443
Te -2.13662 1.69864 -1.16302
C -3.95226 0.51623 -1.36339
C -5.11360 1.36804 -0.97394
C -6.39852 1.14421 -1.45636
C -7.45629 1.95739 -1.07041
C -7.22549 3.02085 -0.21027
C -5.94057 3.26322 0.25808
C -4.87662 2.44035 -0.10192
H -3.26856 3.68730 0.58787
H -3.30757 2.06563 1.29091
H -3.84082 -0.32900 -0.68174
H -4.04902 0.12057 -2.37352
H -6.56732 0.32330 -2.14499
H -8.45578 1.76130 -1.44221
H -8.04546 3.65890 0.10045
H -5.75982 4.10059 0.92361

Multiplicity   2
Total charge   -2
E   -4252.57566 Eh
HOMO (spin up / spin down)   0.2 / -1.7 eV
Energy above the lowest of the compared OMol25 structures with the same formula, charge and spin   0.00 kcal per mole
Expectation value of S²   0.768

---

C35H51GdN4O9PS2 | ωB97M-V/def2-TZVPD

Geometry (Å):
Gd -0.07208 -0.00867 0.76164
C 0.87841 1.72313 5.88519
N 1.46432 1.27081 4.59742
C 2.76275 1.87077 4.24732
C 0.87823 0.52778 3.70984
O 1.37383 0.34126 2.53510
C -0.43574 -0.14359 4.08309
O -1.01585 -0.65326 2.89336
C -2.41850 -0.88542 3.00642
C -3.09738 -0.29769 1.75183
O -2.39699 0.47524 0.98587
N -4.37059 -0.56202 1.51900
C -5.03737 0.19017 0.41958
C -5.20430 -1.50844 2.29794
H 1.59841 1.53407 6.69445
H -0.03605 1.19155 6.15132
H 0.67966 2.77812 5.83871
H 3.16746 1.24496 3.45556
H 3.45272 1.86671 5.10694
H 2.68270 2.89262 3.82898
H -1.13949 0.52111 4.58697
H -0.26573 -1.00042 4.78880
H -2.83400 -0.41286 3.90742
H -2.62910 -1.97290 3.03512
H -4.25549 0.71068 -0.10518
H -5.77517 0.87446 0.82876
H -5.51265 -0.50786 -0.27185
H -4.68067 -2.43407 2.57424
H -6.04052 -1.78742 1.65578
H -5.63977 -1.00473 3.17971
O 3.39021 4.81430 0.81985
C 4.24458 3.78071 0.73641
C 5.63655 4.00864 0.77978
C 6.54495 2.95591 0.59127
C 6.06705 1.65701 0.39761
C 4.70754 1.43962 0.25826
C 3.78131 2.47389 0.44278
C 2.33105 2.17043 0.35199
O 1.89901 1.05065 -0.12656
N 1.52050 3.12338 0.78355
N 0.19172 2.81713 0.68871
C -0.70857 3.74614 0.75405
S -2.42865 3.42997 0.45494
C -3.05964 5.12779 0.61845
C -1.97470 6.19056 0.58274
S -0.37911 5.48111 1.14110
H 2.47193 4.37278 0.88299
H 5.98890 5.01686 0.96456
H 7.58986 3.13136 0.58151
H 6.78117 0.85481 0.22252
H 4.31467 0.47951 -0.01266
H -3.60101 5.14313 1.59334
H -3.80732 5.22352 -0.17902
H -2.18450 7.05643 1.23538
H -1.81641 6.60575 -0.42777
O 0.84011 -2.22947 0.53876
C -0.31663 -2.76739 0.35627
O -1.34194 -2.00912 0.06282
C -0.54596 -4.23247 0.53526
C -1.87848 -4.71101 0.46443
C -2.22191 -6.05741 0.68241
C -1.13960 -6.89952 0.89655
O -1.16461 -8.25970 0.98893
C 0.21264 -8.71855 1.02712
O 1.03677 -7.53864 0.93446
C 0.18929 -6.45259 0.86161
C 0.52477 -5.11637 0.70604
H -2.64504 -4.01174 0.19247
H -3.23729 -6.40458 0.69954
H 0.43390 -9.34795 0.14506
H 0.36207 -9.21577 1.99945
H 1.55822 -4.79581 0.74450
C -1.27494 -0.57645 -5.42746
C -1.39356 -0.01747 -4.00402
C -2.45540 -0.70703 -3.17338
P 0.12197 0.10853 -2.87140
C 0.96567 1.65326 -3.58380
C 0.07659 2.84070 -3.20234
C 1.34243 1.76908 -5.04613
C 1.24019 -1.18401 -3.59865
C 0.67558 -2.60784 -3.59716
C 2.57330 -1.14282 -2.88640
H -2.08500 -0.12392 -6.05026
H -1.40179 -1.66087 -5.45061
H -0.32016 -0.28850 -5.89397
H -1.67323 1.03163 -4.11568
H -2.26840 -1.78084 -3.02532
H -3.43876 -0.66883 -3.66832
H -2.53312 -0.25455 -2.15321
H 1.90746 1.66783 -2.96720
H -0.71680 3.03662 -3.95473
H 0.69071 3.75871 -3.13267
H -0.37446 2.71063 -2.21863
H 0.43805 1.86338 -5.68243
H 1.88293 0.89999 -5.41649
H 1.98046 2.63762 -5.25597
H 1.39125 -0.89032 -4.64234
H 0.73363 -3.00238 -2.56401
H 1.24821 -3.25035 -4.28219
H -0.37742 -2.67018 -3.92706
H 2.54543 -1.61554 -1.90161
H 2.91932 -0.11288 -2.71764
H 3.33146 -1.64058 -3.50973

Multiplicity   8
Total charge   +1
E   -4163.77562 Eh
HOMO (spin up / spin down)   -9.7 / -9.7 eV
Energy above the lowest of the compared OMol25 structures with the same formula, charge and spin   0.00 kcal per mole
Expectation value of S²   16.040

---

C21H23N3O5S2 | ωB97M-V/def2-TZVPD

Geometry (Å):
C -0.35154 -2.04848 6.20086
N 0.93056 -1.46051 6.49177
C 1.05158 -0.04876 6.23234
S 2.24837 -2.38111 6.04680
O 2.00243 -3.72204 6.48113
O 3.42244 -1.70014 6.49737
C 2.21833 -2.35011 4.24648
C 1.51077 -3.32729 3.56987
C 1.42621 -3.27562 2.19037
C 2.04909 -2.23422 1.50318
C 1.99872 -2.13544 0.02836
O 2.57432 -1.28240 -0.61175
O 1.24930 -3.08725 -0.53793
C 1.22998 -3.16108 -1.96067
C 0.23138 -2.20021 -2.61155
O -0.69768 -2.57863 -3.29274
N 0.48839 -0.89062 -2.38261
C -0.31893 0.10344 -2.89474
S -1.62254 -0.25686 -3.95784
C -2.00677 1.44293 -4.09921
C -1.18150 2.22678 -3.35563
C -0.20121 1.45445 -2.65332
C 0.75882 1.99390 -1.78749
N 1.53513 2.43072 -1.06221
C -1.21907 3.72252 -3.26144
C -1.68570 4.37354 -4.56359
C -3.20667 4.39097 -4.72417
C -3.89028 3.06912 -4.37131
C -3.16943 1.84690 -4.94394
C 2.75893 -1.25398 2.19785
C 2.84237 -1.31354 3.57664
H -0.65187 -1.89666 5.15568
H -0.27416 -3.11229 6.40967
H -1.10585 -1.60851 6.85351
H 0.37416 0.49695 6.88950
H 0.81878 0.20484 5.18989
H 2.07586 0.23495 6.45930
H 1.05763 -4.12619 4.13510
H 0.88735 -4.03165 1.64171
H 0.93402 -4.18320 -2.20162
H 2.23214 -2.94795 -2.35290
H 1.31199 -0.61805 -1.84478
H -1.87177 4.03001 -2.43868
H -0.21217 4.07039 -3.01701
H -1.22742 3.84347 -5.40041
H -1.32621 5.40402 -4.59692
H -3.62667 5.17441 -4.08912
H -3.43839 4.65097 -5.75965
H -3.95357 2.95847 -3.28746
H -4.91176 3.09572 -4.75575
H -3.85967 1.00186 -4.99571
H -2.84237 2.05753 -5.96685
H 3.23364 -0.46137 1.63952
H 3.40054 -0.58469 4.14213

Multiplicity   1
E   -2150.89830 Eh
HOMO   -8.3 eV
Energy above the lowest of the compared OMol25 structures with the same formula, charge and spin   21.60 kcal per mole
Structure (SMILES)   CN(C)S(=O)(=O)c1ccc(C(=O)OCC(=O)Nc2sc3c(c2C#N)CCCCC3)cc1

---

C2H2N2O2S | ωB97M-V/def2-TZVPD

Geometry (Å):
C -3.12148 0.44101 0.53200
C 0.19723 0.44438 -0.22726
N -2.99920 -0.38184 1.43517
N -2.91231 -0.96559 2.41749
O -2.03545 -0.40028 -1.63019
O -0.59313 1.32125 -0.05658
S -2.84437 0.65106 -1.05590
H 0.40875 0.07176 -1.17670
H 0.71037 0.08563 0.60491

Multiplicity   1
E   -735.41435 Eh
HOMO (spin up / spin down)   -9.5 / -9.5 eV
Energy above the lowest of the compared OMol25 structures with the same formula, charge and spin   108.51 kcal per mole

---

C6H12Cl | ωB97M-V/def2-TZVPD

Geometry (Å):
Cl 0.12064 2.64646 -3.71784
H -1.01682 2.36030 -3.26477
C -2.38265 -0.70087 0.44518
C -0.85495 -0.78237 0.74882
C 0.21434 -1.29671 -0.34040
C 1.67550 -0.50875 -0.22294
C 1.26401 0.66442 0.73902
C -0.28617 0.61525 1.14568
H -2.74209 0.31477 0.62376
H -2.55707 -0.94407 -0.58871
H -0.73064 -1.43068 1.64795
H 0.55456 -2.32888 -0.10214
H -0.14448 -1.33337 -1.40519
H 2.31536 -1.20301 0.36583
H 2.24234 -0.32608 -1.19543
H 1.77995 0.35920 1.68011
H 1.67060 1.67929 0.50032
H -0.82482 1.47124 0.70162
H -0.29762 0.74384 2.23910

Multiplicity   2
E   -695.87838 Eh
HOMO (spin up / spin down)   -9.0 / -10.6 eV
Energy above the lowest of the compared OMol25 structures with the same formula, charge and spin   42.04 kcal per mole
Expectation value of S²   0.753

---

Maximum force, respectively: 7.4, 0.6, 3.7, 1.4, 3.0, 1.2, 5.0, 3.2 eV/Å.